# 1
{"formula": "C9Cl3I3O3", "method": "ωB97M-V/def2-TZVPD", "elements": ["O", "C", "Cl", "C", "C", "I", "C", "C", "O", "Cl", "C", "I", "C", "C", "O", "Cl", "C", "I"], "positions_angstrom": [[0.5662, -2.2773, 2.8251], [1.1862, -1.4561, 2.1560], [2.9370, -1.3381, 2.3433], [0.5350, -0.6932, 1.0944], [0.0632, 0.6290, 1.2611], [0.2030, 1.5200, 3.3230], [-0.5445, 1.3520, 0.2165], [-1.0835, 2.6556, 0.4596], [-2.1961, 2.7965, 0.9200], [-0.1531, 4.0976, 0.0260], [-0.6124, 0.7211, -1.0327], [-1.4410, 1.7382, -2.8122], [-0.1376, -0.5872, -1.2286], [-0.2205, -1.1784, -2.5761], [0.7845, -1.0717, -3.2889], [-1.5883, -2.2163, -3.0108], [0.4521, -1.2847, -0.1624], [1.2500, -3.4068, -0.5133]], "forces_ev_per_angstrom": [[1.6, 2.3, -1.6], [-1.3, -3.3, 2.8], [-0.5, 0.4, -0.2], [0.1, 1.5, -1.1], [0.0, 0.0, 1.2], [-0.1, -0.8, -1.9], [1.8, -2.5, -0.2], [-3.4, 2.4, 1.0], [1.9, -0.2, -0.7], [0.1, -0.6, 0.0], [-0.3, 0.2, -0.9], [0.5, -0.6, 1.5], [-0.8, 0.5, 1.2], [3.9, -0.7, -2.5], [-3.5, -0.4, 1.5], [0.5, 0.7, 0.3], [0.1, -1.2, -0.8], [-0.8, 2.2, 0.4]], "total_charge": 0, "e_tot_ha": -2842.3078, "smiles": "O=C(Cl)c1c(I)c(C(=O)Cl)c(I)c(C(=O)Cl)c1I", "relative_energy_kcal_mol": 0.00, "mol_weight_g_mol": 643.2}

***

# 2
{"formula": "C9H10B7F36Li3O4", "method": "ωB97M-V/def2-TZVPD", "elements": ["Li", "Li", "Li", "B", "F", "F", "F", "F", "B", "F", "F", "F", "F", "B", "F", "F", "F", "F", "B", "F", "F", "F", "F", "B", "F", "F", "F", "F", "B", "F", "F", "F", "F", "B", "F", "F", "F", "F", "C", "C", "C", "O", "C", "O", "O", "H", "H", "H", "H", "H", "H", "C", "C", "C", "F", "F", "F", "F", "O", "C", "C", "F", "F", "F", "F", "H", "H", "H", "H"], "positions_angstrom": [[-1.2191, -3.0020, 1.0474], [2.7297, -1.7445, 0.8630], [-0.1144, 0.9359, 3.4874], [-4.7768, -1.3457, 0.5470], [-5.6603, -0.3981, 1.1010], [-5.3775, -2.6199, 0.7705], [-4.6717, -1.1938, -0.8413], [-3.5271, -1.1732, 1.1628], [3.9777, -2.4565, -1.2558], [4.0546, -1.8545, -2.5240], [2.7423, -2.9269, -0.8916], [4.9229, -3.4901, -1.1245], [4.3102, -1.4822, -0.2627], [-1.4510, -4.2871, 3.9379], [-0.7500, -5.4673, 4.2529], [-2.7043, -4.6033, 3.4546], [-1.5691, -3.5311, 5.1461], [-0.7397, -3.4341, 3.0351], [0.3373, -1.0083, 0.7438], [-0.8933, -1.0702, 0.1969], [1.3458, -0.5741, -0.1496], [0.4159, -0.1045, 1.8546], [0.6673, -2.3497, 1.0961], [2.9037, -4.7448, 1.9879], [4.0422, -4.1115, 1.4399], [2.1741, -3.9089, 2.8538], [2.0893, -5.0350, 0.8513], [3.2807, -5.8487, 2.7253], [-1.9321, -4.6057, -0.5073], [-2.6377, -3.4123, -0.7911], [-2.4078, -5.5644, -1.4426], [-0.5696, -4.3213, -0.5796], [-2.2529, -4.9378, 0.7801], [-2.1260, 0.4391, 4.6054], [-2.0953, 0.7048, 3.2332], [-0.8489, -0.0541, 5.0153], [-2.4421, 1.6491, 5.2769], [-3.0610, -0.5416, 4.8346], [5.4509, 2.8195, 1.6997], [4.3616, 2.5915, 0.6902], [2.9866, 2.4187, 1.3823], [2.1905, 3.4663, 0.8725], [2.8978, 4.2153, -0.0097], [2.4812, 5.1667, -0.5982], [4.1460, 3.7840, -0.1062], [5.1624, 3.6450, 2.3517], [6.4072, 3.1173, 1.2573], [5.7262, 1.9111, 2.2354], [4.5459, 1.7613, 0.0120], [2.9957, 2.5679, 2.4623], [2.6758, 1.4148, 1.1004], [-2.0115, 3.3384, -4.4354], [-3.4589, 3.2410, -4.8875], [-3.7582, 3.9123, -6.2406], [-2.9528, 5.0085, -6.4086], [-3.3858, 3.0453, -7.2432], [-3.9124, 1.9799, -4.8629], [-4.2725, 3.9120, -3.9918], [-1.7961, 2.4359, -3.3670], [-0.7944, 2.8327, -2.5092], [-0.7414, 1.7525, -1.3397], [-0.3297, 2.2872, -0.1574], [-1.9991, 1.3760, -1.1220], [0.3558, 2.8367, -3.2006], [-1.1461, 4.0217, -1.9675], [-1.8276, 4.3972, -4.2478], [-1.3383, 3.0910, -5.2598], [-4.8114, 4.1407, -6.4234], [-0.0136, 0.9861, -1.6164]], "forces_ev_per_angstrom": [[-0.4, -0.5, 0.4], [-0.2, -1.4, -0.6], [-0.8, -1.2, -0.6], [-0.1, -0.8, 0.2], [-0.5, 0.7, 0.0], [0.3, 0.2, 0.2], [0.0, 0.5, -0.4], [-0.2, -0.4, -0.1], [0.9, -1.4, -0.1], [-0.2, 0.0, 0.2], [-0.7, 0.3, -0.3], [0.1, 0.4, -0.7], [0.1, 1.3, 0.8], [0.1, 0.5, 0.9], [0.2, 0.1, -0.3], [-0.2, 0.0, -0.1], [-0.1, -0.2, 0.1], [-0.3, -0.3, -0.4], [0.0, -1.3, -0.2], [-0.5, 0.7, -0.2], [0.5, 0.5, 0.0], [0.2, 0.3, 0.6], [0.7, 1.4, 0.4], [-1.5, 0.2, -1.2], [0.5, 0.7, 0.6], [0.6, 0.7, -0.1], [0.4, -0.4, 0.9], [0.5, -1.0, 0.2], [-1.4, 0.3, -1.3], [0.4, 0.4, -0.1], [0.7, -0.3, 0.1], [0.3, -0.1, -0.2], [0.1, -0.5, 0.9], [-2.3, -1.3, 0.5], [1.3, 0.7, -0.4], [0.9, 1.0, -0.3], [0.6, 0.0, 0.1], [0.1, 0.4, 0.5], [1.1, 0.3, -0.3], [-0.5, 0.4, 0.4], [0.8, -0.5, -0.2], [-0.3, 0.4, -0.8], [-0.7, 0.1, 0.3], [-0.2, 0.0, 0.1], [1.1, -0.6, 0.0], [0.0, -0.2, 0.3], [-0.2, 0.1, -0.4], [-0.6, 0.0, 0.3], [0.2, 0.0, 0.0], [0.3, -0.3, 0.0], [-1.0, 0.2, 0.2], [0.2, -0.2, -0.7], [-0.7, 0.2, 1.1], [1.0, -1.0, -1.0], [-0.6, 0.0, 0.3], [-0.1, 0.2, 0.2], [0.2, 0.0, -0.6], [0.3, 0.2, -0.1], [-0.1, 0.8, -0.1], [-1.8, -1.9, 1.3], [-0.2, 0.6, -0.1], [0.5, 0.5, -0.5], [0.2, -0.5, -0.4], [0.6, 1.1, 0.3], [1.0, 0.5, -0.5], [0.0, -0.1, 0.6], [-0.2, -0.2, -0.2], [0.2, 0.3, 0.4], [-0.5, -0.5, 0.1]], "total_charge": -4, "e_tot_ha": -4443.4868, "mol_weight_g_mol": 962.6}

***

Number 1: HOMO -9.98 eV. Number 2: HOMO -0.98 eV.